# 1
C28H27N3PbSSi | wB97M-V/def2-TZVPD

Each line ends with the Löwdin charge.
Atoms and positions in Å:
C 1.0277 2.3442 0.1403  -0.235
C 0.0456 2.3784 -0.8937  -0.247
C -1.2162 2.0473 -0.3191  -0.225
H 0.2053 2.6958 -1.9255  0.082
C -1.0250 1.7946 1.0717  -0.214
C 0.3667 1.9808 1.3582  -0.239
H 0.8144 1.9598 2.3430  0.077
H 2.0820 2.6139 0.0438  0.082
H -2.1726 2.0935 -0.8352  0.076
H -1.8040 1.5999 1.8072  0.089
Pb 0.2928 -0.6461 -0.1296  1.406
C -1.2812 -3.0219 -4.9568  -0.100
H -2.0046 -2.9904 -4.1233  0.052
H -1.7870 -2.6885 -5.8693  0.068
H -0.1851 -2.5750 -4.9915  0.031
Si -0.2930 -1.5799 -3.6308  0.590
C 1.5220 -1.2146 -3.7584  -0.352
C 2.1871 0.0229 -3.6065  -0.105
H 1.6994 0.9019 -3.1778  0.094
C 3.5119 0.1616 -4.0426  -0.089
H 4.0246 1.1224 -3.9411  0.105
C 4.2198 -0.9122 -4.5852  -0.096
H 5.2716 -0.8155 -4.8911  0.105
C 3.5813 -2.1547 -4.6817  -0.098
H 4.1130 -3.0268 -5.0677  0.101
C 2.2668 -2.3168 -4.2389  -0.136
H 1.8165 -3.3184 -4.3137  0.095
C -1.2819 -0.0446 -3.9489  -0.307
C -0.9141 0.6936 -5.0913  -0.106
H -0.0048 0.4437 -5.6435  0.105
C -1.7343 1.7172 -5.5893  -0.083
H -1.4616 2.2368 -6.5038  0.100
C -2.9129 2.0742 -4.9187  -0.087
H -3.5649 2.8606 -5.3213  0.105
C -3.2301 1.4066 -3.7299  -0.090
H -4.1322 1.7036 -3.1933  0.105
C -2.4241 0.3716 -3.2391  -0.114
H -2.7324 -0.1340 -2.3226  0.079
H -0.4565 -2.3227 -2.3393  -0.038
H -1.0402 -4.1057 -5.0243  0.071
N -0.6186 -2.5139 3.7986  0.149
C 0.5281 -1.9179 4.3525  -0.191
C 0.9559 -1.8287 5.6634  -0.037
C 2.0744 -1.0238 5.9365  -0.107
C 2.7227 -0.3145 4.9042  -0.096
C 2.2357 -0.3698 3.5829  -0.030
C 1.1275 -1.1890 3.3162  -0.229
N 0.3458 -1.3573 2.1682  -0.055
C -0.7128 -2.1394 2.4992  -0.311
C -1.7827 -2.5057 1.5922  -0.372
C -2.8570 -3.3335 1.7895  -0.397
S -3.7461 -3.5648 0.3063  0.965
C -2.6775 -2.4658 -0.4925  -0.475
N -1.7015 -2.0005 0.2888  -0.139
H -1.2715 -3.1407 4.2520  0.154
H 0.4123 -2.3716 6.4499  0.111
H 2.4464 -0.9429 6.9630  0.097
H 3.6028 0.2839 5.1399  0.097
H 2.6658 0.1937 2.7531  0.103
H -3.0994 -3.8228 2.7281  0.056
H -2.7616 -2.2208 -1.5566  0.049

Cartesian forces, eV/Å:
-0.648 -0.202 0.028
0.048 0.013 0.469
0.569 -0.236 -0.163
-0.039 -0.197 0.312
0.841 -0.268 -0.184
-0.337 -0.075 -0.839
-0.013 -0.137 -0.075
-0.397 -0.143 0.008
0.236 -0.121 0.122
0.219 -0.027 -0.232
-0.130 1.922 0.759
-0.156 -2.646 -2.348
0.820 0.657 -0.072
0.074 0.005 0.088
-2.038 -1.053 -0.376
1.802 3.420 3.666
0.216 -0.348 0.018
0.451 -0.002 -0.587
-0.099 -0.369 -0.147
0.056 0.074 0.183
-0.265 -0.260 0.042
-0.121 -0.372 0.003
-0.630 0.071 0.086
0.074 -0.207 0.383
-0.059 0.297 0.075
0.617 0.355 -0.326
0.108 0.447 -0.011
-0.122 0.018 0.211
-0.572 0.372 -0.475
-0.231 -0.013 0.158
0.069 -0.169 0.463
0.051 -0.081 0.137
0.310 -0.293 0.084
0.325 -0.398 0.266
0.010 0.088 -0.088
0.258 -0.145 -0.020
-0.467 0.087 -0.529
0.151 0.159 -0.187
-0.459 -0.064 -0.549
-0.219 0.306 -0.153
0.084 -0.440 1.122
-0.578 0.107 0.186
0.126 -0.162 0.391
0.095 -0.008 -0.288
-0.542 -0.372 -0.229
-0.132 -0.378 0.047
-0.376 0.207 -0.109
0.383 0.171 -0.675
-1.058 -0.220 -1.700
2.437 1.459 0.379
-1.205 -1.091 0.533
0.472 0.531 0.102
1.186 0.210 1.274
-1.350 -0.862 -0.938
0.365 0.316 -0.005
0.395 0.334 -0.276
-0.158 -0.048 -0.431
-0.286 -0.096 -0.104
0.056 -0.051 0.400
-0.220 -0.001 -0.478
0.002 -0.072 0.601

Results
Highest occupied orbital energy (spin up / spin down): -4.76 / -4.60 eV
2S+1: 1
Charge: 0
Frontier orbital gap (spin up / spin down): 0.16957 / 0.16277 Eh
Maximum force: 5.33 eV/A

# 2
C28H27N3SSiSn | wB97M-V/def2-TZVPD

Each line ends with the Löwdin charge.
Atoms and positions in Å:
C 0.6291 -2.1066 -1.3327  -0.151
C 0.2248 -0.9198 -1.9884  -0.188
C 1.1828 0.0978 -1.7315  -0.227
H -0.6550 -0.8121 -2.6274  0.092
C 2.2431 -0.4902 -0.9316  -0.325
C 1.8620 -1.8748 -0.6878  -0.204
H 2.5080 -2.6165 -0.2218  0.092
H 0.1019 -3.0581 -1.3727  0.095
H 1.2109 1.0971 -2.1682  0.090
H 3.2470 -0.0696 -0.8123  0.110
Sn 0.9506 0.1481 0.9274  1.298
C -1.3496 2.3782 0.5316  -0.185
H -0.4753 1.7147 0.3850  -0.160
H -1.3101 2.7876 1.5511  0.049
H -1.3343 3.1797 -0.2181  0.022
Si -2.8801 0.9943 -0.6797  0.682
C -4.1597 -0.0987 -0.0131  -0.337
C -4.1558 -1.4455 -0.4246  -0.103
H -3.6681 -1.7211 -1.3630  0.105
C -4.7201 -2.4115 0.4133  -0.086
H -4.6824 -3.4676 0.1375  0.101
C -5.3393 -2.0195 1.6121  -0.089
H -5.7621 -2.7723 2.2816  0.100
C -5.4090 -0.6629 1.9699  -0.091
H -5.9039 -0.3456 2.8913  0.101
C -4.8516 0.3122 1.1389  -0.111
H -4.9015 1.3718 1.4008  0.096
C -2.8705 1.6689 -2.3759  -0.290
C -3.8716 1.1904 -3.2451  -0.101
H -4.8196 0.8276 -2.8496  0.104
C -3.6205 1.1016 -4.6128  -0.084
H -4.3801 0.6676 -5.2611  0.103
C -2.4022 1.5528 -5.1403  -0.082
H -2.1638 1.4156 -6.1959  0.103
C -1.5157 2.2411 -4.3013  -0.089
H -0.6218 2.7189 -4.7073  0.104
C -1.7559 2.3403 -2.9323  -0.103
H -1.0473 2.8830 -2.3033  0.082
H -1.7457 0.0509 -0.7239  0.004
H -2.5801 1.7929 0.5585  -0.013
N 4.7198 0.1305 2.7333  0.153
C 4.4980 -1.2160 3.0357  -0.197
C 5.3942 -2.1857 3.4298  -0.031
C 4.9451 -3.5131 3.4850  -0.100
C 3.6487 -3.8427 3.0460  -0.093
C 2.7791 -2.8482 2.5601  -0.034
C 3.2178 -1.5205 2.5985  -0.222
N 2.6829 -0.3415 2.0714  -0.094
C 3.6083 0.6519 2.1626  -0.289
C 3.4294 1.9176 1.4738  -0.359
C 4.3345 2.9293 1.2319  -0.383
S 3.6720 4.0828 0.1064  0.985
C 2.2333 3.1555 -0.0084  -0.439
N 2.2213 2.0746 0.7867  -0.113
H 5.5702 0.6608 2.8965  0.162
H 6.4043 -1.8852 3.6838  0.106
H 5.5949 -4.3091 3.8597  0.099
H 3.3243 -4.8895 3.0797  0.102
H 1.7916 -3.0880 2.1666  0.105
H 5.3302 2.9590 1.6582  0.058
H 1.3924 3.4366 -0.6349  0.074

Cartesian forces, eV/Å:
0.422 0.359 -0.126
0.554 0.421 -0.029
-0.073 -0.962 -0.345
0.267 0.043 0.426
-0.465 -0.578 -0.296
0.048 0.692 -0.576
-0.294 0.246 0.042
0.109 0.287 0.130
-0.087 -0.309 0.183
-0.477 -0.166 0.123
-0.144 -1.427 -0.253
2.186 1.489 0.640
-1.218 0.677 -0.142
-0.127 -0.038 -0.257
-0.341 -0.085 0.248
-0.216 -1.097 -0.605
-1.354 -0.717 -0.373
-0.313 0.014 0.946
-0.042 -0.028 0.359
-0.267 0.171 -0.006
-0.049 0.299 0.108
0.206 0.304 -0.057
0.149 0.218 -0.242
-0.249 -0.047 -0.231
0.098 -0.269 -0.258
0.149 -0.987 -0.073
0.126 -0.337 0.008
-0.280 0.930 -0.875
0.668 -0.094 -0.088
0.268 -0.114 0.006
0.220 0.197 -0.222
0.218 0.073 0.055
-0.264 0.196 0.378
-0.132 0.096 0.299
-0.048 0.217 -0.052
-0.246 -0.225 -0.002
-0.396 -0.766 -0.255
-0.116 -0.350 -0.135
0.080 0.201 0.111
0.293 1.106 0.511
1.386 0.378 0.788
0.953 0.064 -0.410
-0.003 -0.277 0.424
-0.312 -0.026 -0.096
0.085 0.383 0.060
0.052 -0.047 0.390
-0.379 0.386 -0.682
-0.433 -0.274 0.498
-0.928 1.345 -1.378
-0.333 -2.225 0.779
0.744 0.681 0.085
-0.117 -0.530 0.218
0.253 -1.522 1.662
0.338 1.584 -1.171
-0.381 -0.451 0.004
0.020 -0.271 0.087
-0.160 0.368 -0.210
0.107 0.505 -0.075
0.261 -0.013 0.134
-0.173 0.392 -0.347
0.158 -0.087 0.162

Results
Highest occupied orbital energy (spin up / spin down): -5.56 / -4.91 eV
2S+1: 1
Charge: 0
Frontier orbital gap (spin up / spin down): 0.22021 / 0.19208 Eh
Maximum force: 2.72 eV/A
Energy above the lowest of the compared OMol25 structures with the same formula, charge and spin: 44.8 kcal per mole